1.
# C3H7NO2S

C3H7NO2S in the gas phase at a distorted geometry (the ωB97M-V functional and the def2-TZVPD basis, the OMol25 dataset).

Geometry as XYZ:
```
14
Properties=species:S:1:pos:R:3
O 1.6403 0.5922 1.4142
C 0.9007 1.3768 0.8733
O 0.7371 2.6619 1.2495
N 0.2348 1.0583 -0.2963
C 0.1913 -0.2664 -0.8234
C -0.8922 -1.1260 -0.1181
S -0.3294 -2.8903 -0.1308
H 0.6779 2.7638 2.1985
H -0.3720 1.8238 -0.5441
H -0.0264 -0.1034 -1.8906
H 1.1397 -0.8119 -0.8234
H -1.0735 -0.7473 0.8910
H -1.8102 -1.0079 -0.7148
H -1.0181 -3.3237 -1.2849
```

The calculation puts the total energy at -721.94349 Ha. The value obtained for the energy relative to the best compared isomer or geometry (same formula, charge and spin) is 50.3 kJ/mol. The value obtained for the HOMO-LUMO gap is 9.768 eV. The charge is 0. As for the SMILES: O=C(O)NCCS. For the LUMO energy, the calculation gives 0.022 Eh. The value obtained for the highest occupied orbital energy is -9.17 eV. The multiplicity is 1.



2.
# C3H7NO2S

2 unconnected molecules or ions with the total composition C3H7NO2S at a distorted geometry (the ωB97M-V functional and the def2-TZVPD basis, the OMol25 dataset).

Geometry as XYZ:
```
14
Properties=species:S:1:pos:R:3
C 0.7177 2.5879 -0.4973
C 0.2239 2.8334 -1.7099
C 0.5509 -2.0056 1.3158
N -0.2510 -0.4400 -0.9278
O 1.2902 2.4574 0.5203
O -1.8699 -1.1952 0.7683
S -0.3099 -0.5216 0.5978
H -0.4368 2.1592 -2.2284
H -1.9528 -1.4938 1.6843
H 0.6249 3.5913 -2.3940
H -0.1649 -2.7647 1.0608
H 0.7300 -2.0017 2.3338
H 1.5468 -2.0525 0.9425
H -0.6990 -1.1541 -1.4661
```

The calculation puts the total energy at -721.80784 Ha. The value obtained for the energy relative to the best compared isomer or geometry (same formula, charge and spin) is 406.4 kJ/mol. The value obtained for the HOMO-LUMO gap is 9.285 eV. The charge is 0. For the LUMO energy, the calculation gives 0.018 Eh. The value obtained for the highest occupied orbital energy is -8.78 eV. The multiplicity is 1.



3.
# C3H7NO2S

C3H7NO2S in the gas phase at a distorted geometry (the ωB97M-V functional and the def2-TZVPD basis, the OMol25 dataset).

Geometry as XYZ:
```
14
Properties=species:S:1:pos:R:3
O -1.2504 1.7155 -1.5516
C -1.6313 0.7352 -0.9433
O -2.8259 0.1501 -1.1654
N -0.9341 0.1081 0.0223
C 0.4229 0.4293 0.4090
C 1.2157 -0.8419 0.8219
S 2.5685 -1.2701 -0.3078
H -3.3470 0.8370 -1.6056
H -1.2900 -0.7876 0.3162
H 0.4307 1.0512 1.3082
H 0.8798 0.9761 -0.3972
H 0.5599 -1.7113 0.8941
H 1.6243 -0.6613 1.8132
H 3.5768 -0.7302 0.3859
```

The calculation puts the total energy at -721.95395 Ha. The value obtained for the energy relative to the best compared isomer or geometry (same formula, charge and spin) is 22.8 kJ/mol. The value obtained for the HOMO-LUMO gap is 9.957 eV. The charge is 0. As for the SMILES: O=C(O)NCCS. For the LUMO energy, the calculation gives 0.025 Eh. The value obtained for the highest occupied orbital energy is -9.27 eV. The multiplicity is 1.



4.
# C3H7NO2S2

2 unconnected molecules or ions with the total composition C3H7NO2S2 at a distorted geometry (the ωB97M-V functional and the def2-TZVPD basis, the OMol25 dataset).

Geometry as XYZ:
```
15
Properties=species:S:1:pos:R:3
C -2.0488 0.3183 -1.3029
N -1.9212 -0.4079 -0.2456
O -1.0396 -0.9672 0.3700
O -3.2357 -0.4068 0.4547
H -1.1353 0.4357 -2.0094
H -2.8791 0.7664 -1.5905
H -2.8996 -0.6351 1.3287
C 1.5277 0.1033 1.1412
C 1.7424 0.7250 -0.1865
S 1.1005 2.0167 -0.8660
S 2.8609 -0.2745 -1.1928
H 0.7900 0.5073 1.8076
H 2.5443 0.1308 1.6286
H 1.4003 -0.9872 0.9986
H 3.1932 -1.3248 -0.3355
```

The calculation puts the total energy at -1119.95105 Ha. The value obtained for the energy relative to the best compared isomer or geometry (same formula, charge and spin) is 496.8 kJ/mol. The value obtained for the HOMO-LUMO gap is 8.793 eV. The charge is 0. As for the SMILES: C=[N+]([O-])O.CC(=S)S. For the LUMO energy, the calculation gives -0.003 Eh. The value obtained for the highest occupied orbital energy is -8.88 eV. The multiplicity is 1.



5.
# C3H7NO3

2 unconnected molecules or ions with the total composition C3H7NO3 at a distorted geometry (the ωB97M-V functional and the def2-TZVPD basis, the OMol25 dataset).

Geometry as XYZ:
```
14
Properties=species:S:1:pos:R:3
O 1.4768 0.1136 1.7957
C 0.7960 -0.7174 1.2377
C -0.0374 -0.2441 0.0642
N -1.4010 0.0656 0.4437
C -2.1973 -0.6177 1.3045
O -1.8820 -1.6590 1.8357
H 0.4189 -1.5080 1.8965
H -0.0494 -0.9721 -0.7609
H 0.5124 0.6004 -0.3559
H -1.8251 0.7413 -0.1803
H -3.0831 -0.0787 1.6495
O 2.0524 1.3084 -2.9734
H 2.8265 0.7745 -2.9398
H 2.3923 2.1933 -3.0173
```

The calculation puts the total energy at -398.95014 Ha. The value obtained for the energy relative to the best compared isomer or geometry (same formula, charge and spin) is 229.8 kJ/mol. The value obtained for the HOMO-LUMO gap is 10.193 eV. The charge is 0. As for the SMILES: O=CCNC=O.O. For the LUMO energy, the calculation gives 0.024 Eh. The value obtained for the highest occupied orbital energy is -9.54 eV. The multiplicity is 1.



6.
# C3H7NO3

C3H7NO3 in the gas phase at a distorted geometry (the ωB97M-V functional and the def2-TZVPD basis, the OMol25 dataset).

Geometry as XYZ:
```
14
Properties=species:S:1:pos:R:3
C 2.0759 -0.6662 0.3307
C 0.8377 0.0275 -0.1890
O -0.2229 -0.7652 -0.2652
C -1.5899 -0.0065 -0.6030
N -2.2205 0.4998 0.5254
O 1.0176 1.0217 -1.1402
O 0.6378 1.3664 0.2010
H 2.9316 -0.4070 -0.2870
H 1.9193 -1.7408 0.2927
H 2.2699 -0.3557 1.3547
H -2.1025 -0.8713 -1.0188
H -1.4249 0.7651 -1.3556
H -1.7724 1.3261 0.9038
H -2.3566 -0.1941 1.2504
```

The calculation puts the total energy at -398.86679 Ha. The value obtained for the energy relative to the best compared isomer or geometry (same formula, charge and spin) is 448.6 kJ/mol. The value obtained for the HOMO-LUMO gap is 10.998 eV. The charge is 0. As for the SMILES: CC1(OCN)OO1. For the LUMO energy, the calculation gives 0.038 Eh. The value obtained for the highest occupied orbital energy is -9.97 eV. The multiplicity is 1.



7.
# C3H7NO3

C3H7NO3 in the gas phase at a distorted geometry (the ωB97M-V functional and the def2-TZVPD basis, the OMol25 dataset).

Geometry as XYZ:
```
14
Properties=species:S:1:pos:R:3
O 3.1354 -0.4050 0.3577
C 1.9171 -0.6640 0.4423
O 1.3754 -1.6705 1.3153
N 0.9465 -0.0513 -0.2659
C -0.5272 -0.2485 -0.0801
C -1.2103 0.9692 -0.6932
O -2.4782 1.4453 -0.0655
H 2.2260 -2.0835 1.5365
H 1.2501 0.6401 -0.8845
H -1.0176 -1.1838 -0.3861
H -0.6995 -0.0677 0.9578
H -1.4200 0.7395 -1.8899
H -0.5053 1.7970 -0.6419
H -2.9925 0.7830 0.2976
```

The calculation puts the total energy at -398.97031 Ha. The value obtained for the energy relative to the best compared isomer or geometry (same formula, charge and spin) is 176.8 kJ/mol. The value obtained for the HOMO-LUMO gap is 10.985 eV. The charge is 0. As for the SMILES: O=C(O)NCCO. For the LUMO energy, the calculation gives 0.024 Eh. The value obtained for the highest occupied orbital energy is -10.34 eV. The multiplicity is 1.



8.
# C3H7NO3

C3H7NO3 in the gas phase (the ωB97M-V functional and the def2-TZVPD basis, the OMol25 dataset).

Geometry as XYZ:
```
14
Properties=species:S:1:pos:R:3
N 0.9094 1.2881 -0.4302
C -0.1665 0.3043 -0.2261
C -0.1308 -0.3453 1.1496
O -0.6132 0.5296 2.1579
C -0.1454 -0.6703 -1.3935
O 0.0755 -0.2909 -2.5102
O -0.4234 -1.9477 -1.1009
H 1.0901 1.6962 0.4824
H 0.5613 2.0437 -1.0109
H -1.1307 0.8255 -0.2825
H -0.8211 -1.1697 1.1016
H 0.8464 -0.7730 1.3800
H 0.1309 0.9975 2.5554
H -0.1826 -2.4880 -1.8725
```

The calculation puts the total energy at -398.98833 Ha. The value obtained for the energy relative to the best compared isomer or geometry (same formula, charge and spin) is 129.5 kJ/mol. The value obtained for the HOMO-LUMO gap is 10.522 eV. The charge is 0. As for the SMILES: N[C@H](CO)C(=O)O. For the LUMO energy, the calculation gives 0.023 Eh. The value obtained for the highest occupied orbital energy is -9.88 eV. The multiplicity is 1.